No. 1
Entry from OMol25: a single C8H15N3O4 molecule in a non-equilibrium geometry (ωB97M-V with the def2-TZVPD basis set).

The geometry in XYZ format:
```
30
Properties=species:S:1:pos:R:3:forces:R:3
C 0.0697 1.2925 0.7914 0.25 0.10 0.36
H -1.7233 0.9604 -0.2398 -0.70 0.21 -0.51
H 1.4727 -0.2496 1.5153 -0.56 0.48 0.18
N -1.0271 0.4717 0.2742 0.53 0.18 1.12
H -3.2252 -2.4151 -1.7651 0.15 -0.10 0.31
C 2.7220 -1.2538 -0.3909 -0.22 0.07 -0.04
H 2.2087 0.6891 -1.2276 0.13 -0.59 -0.04
C 0.2122 2.5759 -0.0239 -0.39 1.46 -0.01
H 2.8457 -3.0897 0.3952 -0.47 0.39 -0.03
H -0.1307 1.6872 1.8241 0.00 -0.54 -0.66
C -2.6463 -1.3296 0.0454 -1.23 0.22 0.52
H -1.6568 -2.9555 -0.9891 -0.54 0.35 -0.19
N -3.5647 -0.1968 -0.2208 -0.32 0.25 -0.03
H -3.9444 0.1683 0.6521 0.38 -0.05 0.00
O -0.8320 2.8016 -0.8804 0.93 -0.04 -0.21
C 1.4122 0.5702 0.7934 0.88 -1.43 -0.87
N 2.1679 -2.3575 0.1791 -0.36 -0.80 0.80
H 0.8917 -0.5052 -1.1058 -0.09 0.16 0.16
H -3.1749 -2.0537 0.6741 0.61 0.13 0.62
C -1.3769 -0.7477 0.7448 0.96 -1.77 -0.19
O 3.8804 -1.2401 -0.7297 0.73 0.13 -0.29
C -2.3237 -2.1038 -1.2272 1.03 0.64 -0.05
O 1.0606 3.4288 0.1287 -0.43 -1.36 -0.09
O -0.6686 -1.4482 1.4924 -1.13 1.07 -0.85
H -1.7711 -1.4129 -1.8705 0.00 -0.22 -0.28
C 1.7775 -0.1064 -0.6042 -0.62 1.36 0.79
H -4.4129 -0.4523 -0.7228 0.47 -0.34 -0.25
H 2.2257 1.2497 1.0486 -0.23 0.21 -0.05
H -0.5382 3.5743 -1.4099 -0.43 -0.31 0.39
H 1.2974 -2.3374 0.7310 0.65 0.16 -0.60
```
Positions in Å, forces in eV/Å.

- F_max (eV/A) = 2.03
- structure (SMILES) = C[C@H](N)C(=O)N[C@@H](CCC(N)=O)C(=O)O
- LUMO level (Eh) = 0.0164
- total charge = 0

***

No. 2
Entry from OMol25: a single C8H15N3O4S molecule in a non-equilibrium geometry (ωB97M-V with the def2-TZVPD basis set).

The geometry in XYZ format:
```
31
Properties=species:S:1:pos:R:3:forces:R:3
O -2.9005 -1.4863 0.8391 -2.08 1.45 -2.27
H 2.9291 1.0243 1.2791 -0.28 -0.17 0.58
H -5.2926 -0.4673 -0.9992 0.22 -1.05 1.48
C -3.5634 -1.0263 -0.1281 2.64 -1.68 1.07
H -0.7809 -0.5855 -2.1606 -0.28 0.21 0.87
H 2.8201 -0.1840 -1.4467 -0.21 0.31 -0.04
O -1.3399 1.6955 1.5808 -0.40 -0.17 -0.95
N -4.9140 -1.0480 -0.2108 0.29 1.59 -2.40
N 3.1956 -1.1436 1.2792 -1.53 -0.09 0.32
C 1.1753 -0.0678 0.4522 -0.41 -0.60 2.05
H 1.2123 1.4769 -0.9050 -0.84 -0.82 1.21
H -1.0355 1.7141 -1.4662 0.69 0.37 -0.19
H -5.4456 -1.1714 0.6059 -0.70 -0.20 0.98
H 4.8689 -1.3105 -0.1968 -0.09 -0.75 0.28
C -2.8438 -0.5852 -1.4503 0.90 -0.68 0.71
C 2.7239 0.1194 0.7082 -1.25 -0.89 -0.70
C -1.3228 -0.3610 -1.2080 -0.39 -1.57 0.70
H -2.8005 -1.4645 -2.1201 -0.72 0.36 0.20
S 5.0880 -0.1414 -0.7497 -0.10 0.95 -0.33
H -3.3655 0.2507 -1.9034 -0.04 -0.03 -0.27
H 3.8760 -0.9614 1.9934 0.16 -0.07 0.32
N 0.5868 0.9066 -0.2897 0.13 1.63 -1.90
C -0.8401 1.0028 -0.6703 0.14 -1.56 -0.07
C 3.3099 0.3835 -0.6569 2.19 -0.92 -0.70
H -1.1043 -1.1604 -0.4057 0.12 1.26 -1.41
H 3.4383 1.4333 -0.8754 -0.60 0.36 -0.26
H 2.3618 -1.6504 1.6850 1.21 0.83 -0.50
C -1.7071 1.4678 0.4521 0.48 0.44 2.25
O -2.9773 1.6403 0.0415 0.90 -0.26 -2.04
H -3.5614 1.8246 0.7416 -0.87 0.52 1.87
O 0.5679 -0.9882 1.0043 0.73 1.23 -0.87
```
Positions in Å, forces in eV/Å.

- F_max (eV/A) = 3.40
- structure (SMILES) = NC(=O)CC[C@H](NC(=O)[C@@H](N)CS)C(=O)O
- LUMO level (Eh) = 0.0126
- total charge = 0

***

No. 3
Entry from OMol25: a gas-phase ion, C8H15N3P (charge +1) in a non-equilibrium geometry (ωB97M-V with the def2-TZVPD basis set).

The geometry in XYZ format:
```
27
Properties=species:S:1:pos:R:3:forces:R:3
H 2.7356 0.3675 -1.4392 0.13 0.08 0.02
H -0.7105 -3.0626 1.5008 -0.03 -0.23 -0.05
H 0.9491 0.9227 -2.7962 0.04 0.06 -0.29
H 0.9687 0.8968 1.4558 0.05 0.14 0.14
H -0.3945 -1.7353 4.0965 0.20 -0.03 -0.09
C 1.0019 -1.5151 -0.8659 0.18 0.42 0.20
N -2.2681 -0.3916 3.0642 0.61 -0.16 0.05
C -0.2460 1.9482 -1.3474 -0.18 -0.07 -0.24
H 1.3405 -1.7605 -1.8566 0.01 -0.13 -0.19
C 0.0458 -1.0466 1.6793 0.37 -0.04 0.00
H -0.4150 2.9738 -1.6546 -0.05 0.22 0.07
H -2.5578 0.5253 3.3752 -0.30 0.01 -0.01
P -0.7454 -0.6468 3.2772 -1.16 0.37 -0.01
N 0.3261 -2.4538 -0.1868 0.04 -0.07 0.04
C 1.1164 1.5318 -1.9088 -0.23 -0.09 0.57
N 1.9515 0.7615 -0.9328 -0.24 -0.27 -0.25
H -0.2509 1.9687 -0.2612 0.20 0.01 0.15
C 1.2489 -0.2805 -0.2842 0.07 0.09 0.03
C -1.4190 1.1043 -1.8670 0.28 0.20 0.01
C -0.1516 -2.2623 1.0461 -0.17 0.44 0.40
H -1.7971 1.5469 -2.7818 -0.13 -0.06 -0.19
H -1.1093 0.0914 -2.1136 -0.02 -0.22 0.08
H 0.0035 0.4470 3.7458 0.41 -0.25 -0.01
H 1.6765 2.4185 -2.1710 0.30 0.02 -0.13
C 0.7695 -0.0647 1.0110 -0.20 -0.35 -0.37
H -2.2344 1.0645 -1.1545 -0.16 -0.04 0.10
H 0.1658 -3.3492 -0.6301 -0.01 -0.06 -0.04
```
Positions in Å, forces in eV/Å.

- F_max (eV/A) = 1.22
- structure (SMILES) = CCCNc1c[nH+]cc([PH2]=N)c1
- LUMO level (Eh) = -0.1709
- total charge = +1

***

No. 4
Entry from OMol25: a gas-phase ion, C8H15N5 (charge +2) in a non-equilibrium geometry (ωB97M-V with the def2-TZVPD basis set).

The geometry in XYZ format:
```
28
Properties=species:S:1:pos:R:3:forces:R:3
H -1.8041 0.7168 -0.5804 0.10 0.00 -0.13
H -1.0154 -2.1979 2.8995 0.08 0.10 -0.10
H 1.6992 -0.3862 -4.2557 0.13 -0.06 0.07
N -0.0065 -0.3329 2.8176 0.46 -0.18 -0.03
C -1.1237 0.6847 -2.9797 -0.66 0.46 -0.66
H -1.6862 0.5702 1.8219 0.01 -0.06 0.14
H -1.7469 -0.9122 3.8768 0.07 0.14 -0.08
N -0.1385 -0.0024 0.4929 0.40 -0.14 -0.16
H -2.0898 0.1803 -2.9133 0.17 0.03 0.05
C -0.8055 -1.3478 3.5460 -0.50 -0.78 0.46
C 0.9621 -0.0563 -2.3358 -0.38 0.27 -0.74
C -0.3345 0.2762 -4.2267 -0.36 0.00 -0.42
H -0.3235 1.0620 -4.9865 -0.11 -0.11 0.16
C -0.7766 0.3591 -0.6263 -0.82 0.16 1.57
N 1.0019 0.0819 -3.7000 0.13 -0.03 0.42
N 2.9905 -0.8788 -1.0845 -0.48 -0.02 -0.40
H 3.8865 -0.5892 -0.7189 0.17 0.18 0.10
H -0.5644 1.2857 4.0609 -0.10 -0.11 -0.07
H 0.8646 -0.7776 2.4975 -0.21 0.13 -0.02
H 0.9436 1.5347 3.1666 -0.03 -0.12 -0.13
H -1.2938 1.7658 -2.9406 0.10 -0.16 0.05
H -0.2586 -1.6954 4.4201 0.12 0.12 -0.05
H -0.7263 -0.6406 -4.6845 0.07 0.13 0.15
C 0.3437 0.8041 3.7054 0.34 0.73 0.54
H 0.9090 0.4453 4.5626 -0.04 -0.15 -0.04
C -0.7086 0.1293 1.6411 -0.25 0.23 -1.03
C 2.0698 -0.3740 -1.6286 0.73 -0.40 1.00
N -0.2680 0.2954 -1.8475 0.85 -0.37 -0.68
```
Positions in Å, forces in eV/Å.

- F_max (eV/A) = 1.78
- structure (SMILES) = C[NH+](C)/C=N/C=[N+]1/CCNC1=C=N
- LUMO level (alpha / beta) (Eh) = -0.2886 / -0.3139
- total charge = +2

***

No. 5
Entry from OMol25: 2 unconnected molecules or ions with the total composition C8H15NO in a non-equilibrium geometry (ωB97M-V with the def2-TZVPD basis set).

The geometry in XYZ format:
```
25
Properties=species:S:1:pos:R:3:forces:R:3
H 0.6669 1.3450 -1.1620 0.03 -0.10 0.25
H -1.0727 -1.5189 1.0872 0.00 0.05 -0.21
H 3.5379 0.5681 1.5883 0.57 0.53 0.21
C 1.2336 -0.1277 0.3162 -0.16 -1.90 0.69
C 0.5262 -1.3164 -0.3519 -0.19 -0.09 0.01
C 2.7001 -0.1597 -0.0283 0.97 4.84 -2.18
H -1.0502 1.1067 1.3728 0.00 0.00 -0.22
H 1.0023 -2.2605 -0.0474 -0.10 0.23 -0.07
H 0.6450 -1.2368 -1.4439 0.05 0.04 0.28
C 0.5483 1.1892 -0.0781 0.53 0.37 -0.26
C -3.1387 -0.0579 0.0360 -0.17 0.00 0.06
C -1.6655 -0.0284 -0.3571 0.05 0.01 -0.23
H 1.1600 -0.2391 1.4099 -0.15 0.00 -0.14
H -1.6036 0.0905 -1.4544 0.01 -0.02 0.23
H -1.4492 -2.1813 -0.5078 0.08 0.21 0.14
H -1.4105 2.1026 -0.0431 0.14 -0.22 0.08
C -0.9587 -1.3387 0.0038 -0.14 -0.17 0.07
N 3.6286 0.5627 0.5783 -0.45 -1.40 0.97
H -3.2458 -0.1762 1.1260 0.02 0.03 -0.27
C -0.9367 1.1612 0.2758 -0.10 -0.06 0.18
O 3.0427 -0.1196 -1.2805 0.52 -0.65 -0.39
H -3.6469 0.8740 -0.2534 0.12 -0.24 0.08
H 1.0426 2.0348 0.4229 -0.09 -0.23 -0.13
H -3.6629 -0.8958 -0.4472 0.13 0.22 0.13
H 4.1073 0.6220 -0.7621 -1.70 -1.43 0.73
```
Positions in Å, forces in eV/Å.

- F_max (eV/A) = 5.40
- LUMO level (Eh) = 0.0291
- total charge = 0

***

No. 6
Entry from OMol25: a molecular structure, C8H15NO in a non-equilibrium geometry (ωB97M-V with the def2-TZVPD basis set).

The geometry in XYZ format:
```
25
Properties=species:S:1:pos:R:3:forces:R:3
C 1.3943 1.4895 -0.4571 -0.19 -0.07 0.13
H 0.0038 2.6746 1.6376 0.02 0.01 0.06
H -0.9164 2.9940 -0.6891 0.03 0.05 -0.09
H -2.0573 1.6743 -0.4369 -0.05 -0.07 0.00
N -0.3324 -0.2426 -0.0733 -0.48 1.56 0.82
C -1.0523 1.9159 -0.7783 0.21 0.06 0.24
C 1.5686 -1.5371 1.0009 -0.34 -0.14 0.28
H 0.5688 1.0762 2.1742 0.03 0.09 -0.01
C -0.1523 1.5997 1.5436 0.05 -0.19 -0.13
C -1.7406 -2.5004 -0.8093 -0.69 0.72 -0.29
O 0.3038 -2.0518 -1.9848 -0.08 0.58 0.13
H 1.4889 1.1252 -1.4794 0.08 0.02 -0.03
H -1.9411 -2.7636 0.2238 0.14 0.10 0.18
C -0.0107 1.1814 0.0756 -0.12 0.30 0.25
H 1.5566 2.5685 -0.4409 -0.03 0.00 -0.08
C 0.2518 -1.2830 0.3506 0.23 -0.21 -3.41
H 2.2928 -1.7795 0.2213 -0.09 0.08 -0.13
H -1.8331 -3.4018 -1.4102 0.07 0.15 -0.23
H -0.9570 1.6207 -1.8230 -0.01 0.03 -0.01
H 1.4811 -2.4259 1.6237 0.13 0.06 0.22
H -2.4864 -1.7594 -1.1062 -0.17 -0.30 -0.10
H 1.9258 -0.6831 1.5706 0.04 -0.09 0.13
H 2.1722 1.0369 0.1554 0.01 -0.07 -0.01
C -0.3804 -1.8843 -0.9985 1.29 -2.72 2.08
H -1.1485 1.3555 1.9097 -0.08 0.04 0.01
```
Positions in Å, forces in eV/Å.

- F_max (eV/A) = 3.66
- LUMO level (Eh) = 0.0270
- total charge = 0

***

No. 7
Entry from OMol25: a molecular structure, C8H15NO13Y in a non-equilibrium geometry (ωB97M-V with the def2-TZVPD basis set).

The geometry in XYZ format:
```
38
Properties=species:S:1:pos:R:3:forces:R:3
C 1.9479 -2.2455 0.1168 0.18 -0.25 -0.27
O -0.8690 -1.2500 -4.2513 1.64 0.03 -0.01
H -2.4954 -4.3409 0.3081 -0.20 -0.38 0.41
O -2.9459 -1.4173 0.4531 -1.35 -1.08 0.86
C -1.4570 -0.6869 -3.1927 -5.31 1.59 3.35
H 3.8967 1.8504 0.7285 0.05 0.16 -0.36
N 0.6844 1.6757 -0.2559 0.73 1.72 -1.22
O 0.4820 -0.4462 2.3674 4.00 -2.03 0.64
O -3.8295 3.3635 0.0905 1.28 0.42 1.32
H 2.4999 2.8636 1.0062 -0.07 -0.13 0.48
H 0.7795 2.5947 0.1721 -0.79 -0.32 1.10
C 2.3289 -0.0975 -0.9273 -0.07 0.71 -0.28
O 0.0646 0.4684 4.4505 -0.05 -0.52 -1.02
H -3.0858 3.5460 0.6917 -0.34 0.76 -0.01
H 3.0005 -2.2993 0.4046 0.02 0.52 0.34
O -1.2611 0.5671 2.5705 -3.29 2.24 1.50
O 1.5031 -0.9101 -0.1354 0.63 -0.61 0.75
C -0.2552 0.1830 3.1544 -0.66 0.15 -2.31
C 2.8052 1.8375 0.8107 1.47 -0.65 -1.17
H 2.6653 1.1257 1.6240 -0.85 0.22 0.06
H 0.0663 -1.2137 -3.9972 0.03 -0.27 -0.38
O -4.2741 1.4252 -0.9049 0.40 1.44 1.21
O -3.0380 -3.6702 0.7523 0.54 -0.62 -0.84
Y -0.8013 -0.1403 0.2271 -3.29 -0.41 -0.01
H 2.3008 1.9711 -1.4025 1.25 0.17 0.34
H 1.8986 -2.8836 -0.7689 -0.46 0.19 -0.22
O -2.2773 1.6956 -0.0070 1.39 0.72 1.15
H 1.3185 -2.6667 0.8950 -0.04 0.14 -0.04
C -2.3963 -2.5570 0.4086 -0.68 5.58 0.29
O -1.1907 -2.4682 0.0907 2.94 -2.92 -0.40
C 2.1215 1.3840 -0.4979 -0.40 -0.74 -0.05
C -3.4683 2.1074 -0.2521 -1.75 -3.87 -3.53
O -0.8158 -0.3350 -2.1221 2.95 -0.37 -0.14
H 2.0491 -0.3242 -1.9606 -0.11 0.67 -0.19
H 0.4159 2.0867 -1.1524 -1.12 -0.99 -0.28
O -2.6850 -0.5166 -3.1591 1.32 -0.84 -1.89
H 0.9115 0.0135 4.5479 0.05 0.05 0.26
H 3.4055 -0.2899 -0.8833 -0.01 -0.45 0.58
```
Positions in Å, forces in eV/Å.

- F_max (eV/A) = 6.48
- LUMO level (Eh) = 0.0804
- total charge = -1

***

No. 8
Entry from OMol25: 3 unconnected molecules or ions with the total composition C8H15NO2S in a non-equilibrium geometry (ωB97M-V with the def2-TZVPD basis set).

The geometry in XYZ format:
```
27
Properties=species:S:1:pos:R:3:forces:R:3
H -0.3553 -1.9945 1.5826 0.44 0.84 -0.36
C -2.5170 -0.8422 0.2876 2.07 -1.89 0.67
O 5.7678 -1.5464 -1.5085 0.11 -1.25 -1.38
H 1.2863 -1.8621 0.7171 -1.10 -0.21 0.32
H 1.8834 -0.2451 2.3404 -0.18 1.90 -1.27
H -2.5212 0.9411 -1.6851 0.55 -0.33 -0.21
H 0.5716 -0.8378 -1.0748 -2.59 0.07 1.94
N -0.1983 -0.8877 -0.2830 1.55 0.17 -3.00
H -2.4286 -1.5682 1.1427 0.23 1.14 -0.84
H 2.0092 2.9682 -0.3302 -0.49 0.61 -0.06
S 2.7239 0.3528 -0.4580 -0.08 0.53 0.96
C 1.4516 0.7552 1.9297 2.93 -0.67 2.68
H 1.8120 1.5934 2.5963 -0.31 -0.80 -0.24
H 0.6739 2.9163 0.9812 0.25 0.09 -1.88
C -1.8764 0.0589 -1.8614 -0.56 0.52 -1.03
C 6.0299 -0.8669 -0.6279 -0.70 1.43 1.37
H -0.9749 0.2862 -2.3857 0.51 0.70 -0.65
C 1.1338 2.4340 0.0446 -0.47 0.85 1.99
H -3.4836 -0.5012 0.1357 -1.65 0.59 -0.57
O 6.1641 -0.1335 0.2612 0.58 -0.16 0.03
H 0.4465 0.6580 2.1275 -2.66 0.18 0.09
C -1.5264 -0.6021 -0.6174 -0.75 -1.06 3.42
H -0.0339 -2.9520 0.2292 -0.04 -0.16 -0.51
H 0.4239 2.2619 -0.7915 0.36 -0.02 0.78
H -2.4436 -0.6317 -2.4977 0.11 0.14 0.10
C 1.7554 1.2114 0.5940 1.01 -2.53 -3.07
C 0.1703 -1.9500 0.6075 0.88 -0.69 0.74
```
Positions in Å, forces in eV/Å.

- F_max (eV/A) = 4.10
- structure (SMILES) = C=C(C)NC.CC(C)=S.O=C=O
- LUMO level (Eh) = -0.0072
- total charge = 0

***

Q: Look up the total charge of the third one.
A: +1

***

Q: What is the formula in the first record?
A: C8H15N3O4